Record 1
{"formula": "C26H48AsCuN8O3P2SeSi2", "method": "ωB97M-V/def2-TZVPD", "spin_multiplicity": 2, "e_homo_ev": [-9.72, -10.36], "energy_ev": -250964.1715, "total_charge": 1, "orbital_gap_ev": [6.77, 7.33], "symbols": ["Cu", "C", "N", "C", "P", "O", "O", "P", "O", "N", "C", "C", "N", "C", "C", "N", "C", "C", "H", "H", "H", "H", "H", "H", "H", "H", "H", "H", "H", "H", "H", "H", "H", "H", "H", "H", "H", "H", "H", "H", "H", "H", "Se", "N", "C", "C", "C", "C", "C", "N", "C", "C", "N", "C", "C", "C", "C", "C", "N", "H", "H", "H", "H", "H", "H", "C", "Si", "C", "C", "As", "Si", "C", "C", "C", "H", "H", "H", "H", "H", "H", "H", "H", "H", "H", "H", "H", "H", "H", "H", "H", "H", "H"], "coordinates": [[0.08128, -0.20317, 0.36122], [-1.42647, -0.27374, -5.71826], [-2.06171, -1.22198, -4.82202], [-3.20927, -1.89554, -5.38993], [-1.80051, -1.01421, -3.20486], [-0.40343, -0.70613, -2.89441], [-2.75213, 0.30059, -2.79879], [-2.69452, 0.89862, -1.29994], [-1.89481, 0.05865, -0.38850], [-2.12275, 2.45843, -1.35494], [-0.70506, 2.70289, -1.19968], [-2.80519, 3.42967, -2.18440], [-4.29942, 0.92864, -0.87530], [-4.60534, 1.55859, 0.39161], [-5.40895, 0.92818, -1.80752], [-2.48236, -2.31122, -2.43075], [-1.73102, -2.92268, -1.35274], [-3.91578, -2.34402, -2.20678], [-1.15122, -0.79100, -6.64032], [-0.52187, 0.10228, -5.24238], [-2.08129, 0.56692, -5.97049], [-2.95846, -2.18142, -6.41113], [-4.10088, -1.25984, -5.42225], [-3.41692, -2.79903, -4.82524], [-0.26270, 1.87543, -0.63725], [-0.55626, 3.63271, -0.64525], [-0.20313, 2.77987, -2.16890], [-3.84127, 3.12630, -2.30974], [-2.34214, 3.51712, -3.17148], [-2.77469, 4.40586, -1.69637], [-3.69381, 1.62969, 0.97891], [-5.33565, 0.95408, 0.93222], [-5.01580, 2.56525, 0.25089], [-5.06002, 0.64318, -2.79599], [-5.88094, 1.91591, -1.86718], [-6.15983, 0.20750, -1.47514], [-0.67949, -2.67793, -1.48001], [-1.86885, -4.00506, -1.39199], [-2.06032, -2.56287, -0.37348], [-4.42886, -1.83320, -3.01597], [-4.18412, -1.86302, -1.25819], [-4.24512, -3.38644, -2.17484], [3.08548, 2.31394, 7.17910], [3.81252, 1.29391, 5.94496], [2.90524, 1.01333, 5.02649], [3.12877, 0.18160, 3.88040], [4.34223, -0.47638, 3.66247], [4.47672, -1.28732, 2.55492], [3.39988, -1.38225, 1.67624], [2.25201, -0.76463, 1.85319], [2.08016, -0.01042, 2.94624], [0.77790, 0.57938, 3.17789], [-0.22034, 0.34038, 2.30453], [-1.43817, 0.77975, 2.57395], [-1.74999, 1.54138, 3.69416], [-0.74252, 1.84267, 4.58568], [0.54028, 1.34830, 4.34333], [1.61810, 1.58797, 5.25984], [1.52685, 2.31438, 6.36124], [5.14643, -0.33801, 4.36899], [5.38994, -1.82759, 2.36432], [3.46535, -1.98267, 0.77372], [-2.19962, 0.49619, 1.86236], [-2.76041, 1.87946, 3.84928], [-0.91403, 2.42926, 5.47615], [1.65913, -2.89223, -4.06854], [2.22955, -2.83060, -2.24134], [1.42364, -4.29827, -1.29045], [4.12554, -3.13116, -2.22488], [1.74285, -0.76587, -1.18150], [3.47910, 0.66631, -1.90120], [5.10962, 0.34837, -0.93950], [2.94039, 2.45863, -1.50425], [3.80788, 0.52559, -3.78422], [1.83500, -3.87571, -4.49375], [2.19353, -2.16760, -4.67657], [0.59889, -2.67053, -4.15042], [2.12726, -5.11667, -1.16281], [0.56667, -4.70463, -1.82114], [1.09114, -3.99289, -0.29766], [4.36905, -4.03291, -2.77543], [4.50650, -3.25720, -1.21424], [4.66644, -2.31008, -2.68374], [5.01472, 0.66315, 0.09419], [5.93594, 0.90605, -1.37310], [5.38758, -0.70131, -0.94280], [2.57351, 2.52228, -0.48272], [2.14346, 2.78108, -2.16626], [3.75587, 3.16657, -1.60756], [4.25315, -0.42869, -4.05092], [4.48521, 1.30550, -4.12265], [2.88084, 0.62611, -4.34208]], "mulliken_spin": [0.01, 0.00, 0.00, 0.00, 0.05, 0.05, 0.00, -0.01, 0.01, 0.00, 0.03, 0.00, 0.00, 0.00, 0.00, 0.00, 0.00, 0.00, 0.00, 0.00, 0.00, 0.00, 0.00, 0.00, -0.02, 0.00, 0.00, 0.00, 0.00, 0.00, 0.00, 0.00, 0.00, 0.00, 0.00, 0.00, 0.01, 0.00, 0.00, 0.00, 0.00, 0.00, 0.00, 0.00, 0.00, 0.00, 0.00, 0.03, 0.06, 0.04, 0.01, -0.01, 0.01, 0.00, 0.00, 0.00, 0.00, 0.00, 0.00, 0.00, 0.00, -0.10, 0.00, 0.00, 0.00, 0.04, -0.06, 0.01, 0.02, 0.85, -0.05, 0.03, 0.01, 0.02, 0.00, 0.00, -0.01, 0.00, 0.00, 0.00, 0.00, 0.00, 0.00, 0.00, 0.01, -0.01, 0.00, 0.00, 0.00, 0.00, 0.00, 0.00]}


Record 2
{"formula": "C26H48BIrN3O6P2Se", "method": "ωB97M-V/def2-TZVPD", "e_homo_ev": -5.48, "energy_ev": -131939.8525, "total_charge": -1, "orbital_gap_ev": 7.63, "symbols": ["Ir", "C", "C", "C", "C", "P", "C", "N", "B", "N", "C", "P", "C", "C", "C", "C", "C", "C", "C", "C", "C", "C", "C", "C", "C", "C", "C", "C", "C", "C", "H", "H", "H", "H", "H", "H", "H", "H", "H", "H", "H", "H", "H", "H", "H", "H", "H", "H", "H", "H", "H", "H", "H", "H", "H", "H", "H", "H", "H", "H", "H", "H", "H", "H", "H", "H", "H", "H", "H", "H", "H", "H", "H", "H", "N", "C", "C", "O", "O", "H", "H", "H", "H", "O", "Se", "O", "O", "O"], "coordinates": [[0.69928, 0.54684, 0.37582], [-3.24852, 3.92296, 0.46976], [-2.18249, 2.91941, 0.91880], [-1.16707, 3.67946, 1.77869], [-2.94842, 1.86770, 1.74673], [-1.19459, 2.02527, -0.42603], [-2.44408, 0.78407, -1.05045], [-2.15001, -0.44584, -0.37022], [-0.83388, -0.70886, 0.14859], [-0.87774, -2.08072, 0.58168], [0.33930, -2.71040, 1.03365], [1.67161, -1.64299, 0.28063], [3.24840, -2.30820, 1.08637], [2.96520, -2.58045, 2.57420], [4.32918, -1.23298, 0.93968], [3.77894, -3.63989, 0.53916], [1.62972, -2.21812, -1.54843], [1.38347, -3.72780, -1.70766], [2.95651, -1.83732, -2.22613], [0.49250, -1.56032, -2.35385], [-2.09506, -2.63927, 0.22895], [-2.58634, -3.92340, 0.36367], [-3.86930, -4.19654, -0.11585], [-4.63802, -3.20570, -0.70832], [-4.15155, -1.90334, -0.84400], [-2.88312, -1.62455, -0.37428], [-1.05552, 3.15116, -1.92989], [-2.40546, 3.54872, -2.55114], [-0.27380, 4.40905, -1.54188], [-0.29521, 2.39081, -3.02952], [-3.77022, 4.27685, 1.36488], [-3.99378, 3.47464, -0.18874], [-2.81753, 4.79365, -0.01888], [-1.62124, 3.97339, 2.72916], [-0.83182, 4.58381, 1.26989], [-0.27288, 3.09934, 1.97642], [-3.23657, 2.31345, 2.70205], [-2.41647, 0.93942, 1.94654], [-3.86448, 1.56772, 1.23566], [-2.32508, 0.67686, -2.13299], [-3.46394, 1.13281, -0.86495], [0.41873, -3.75031, 0.71376], [0.42765, -2.69295, 2.12191], [2.50088, -1.73378, 3.07186], [3.92787, -2.74059, 3.06628], [2.37521, -3.49197, 2.70377], [4.02409, -0.30505, 1.41529], [4.56147, -1.01820, -0.10344], [5.23930, -1.59132, 1.43144], [3.06271, -4.45341, 0.66527], [4.65589, -3.89157, 1.14283], [4.10212, -3.60551, -0.49784], [2.10696, -4.35964, -1.20927], [1.43454, -3.95492, -2.77666], [0.38139, -4.00802, -1.37665], [3.81285, -2.37049, -1.81919], [3.14745, -0.77188, -2.14583], [2.88133, -2.09688, -3.28704], [-0.49235, -1.89590, -2.02292], [0.60740, -1.88898, -3.39182], [0.54467, -0.47609, -2.34067], [-1.98843, -4.69863, 0.82713], [-4.26759, -5.19886, -0.02333], [-5.62819, -3.44375, -1.07530], [-4.74942, -1.13250, -1.31516], [-2.94438, 4.30165, -1.98729], [-3.06500, 2.69337, -2.71135], [-2.19339, 3.97426, -3.53577], [-0.84529, 5.04307, -0.86065], [-0.07122, 4.98968, -2.44587], [0.68933, 4.17070, -1.09416], [-0.87476, 1.54360, -3.40586], [0.67634, 2.03696, -2.70562], [-0.14638, 3.08110, -3.86410], [0.10627, 0.51302, 2.42784], [0.81655, 1.32916, 3.47439], [2.09266, 0.69522, 4.05808], [2.27834, 0.92678, 5.26356], [2.76723, 0.03193, 3.24750], [-0.83992, 0.87110, 2.43434], [0.02795, -0.43682, 2.78196], [0.11398, 1.50203, 4.29179], [1.09767, 2.28049, 3.02912], [2.72706, 3.31797, -1.94601], [2.82847, 2.09536, -0.89963], [1.71323, 0.87776, -1.40151], [2.09813, 2.42410, 0.55554], [4.28063, 1.41802, -0.78845]], "mulliken_charge": [2.44, -2.08, 2.46, -1.95, -2.00, 0.59, -2.18, 0.54, -0.12, 0.65, -1.79, 0.43, 2.93, -2.03, -1.90, -2.10, 2.82, -1.88, -1.85, -2.30, 0.37, -0.98, -0.72, -0.74, -0.94, 0.64, 2.03, -1.81, -1.80, -1.65, 0.53, 0.33, 0.35, 0.55, 0.30, 0.20, 0.55, 0.46, 0.27, 0.63, 0.60, 0.55, 0.49, 0.16, 0.62, 0.37, 0.23, 0.31, 0.64, 0.33, 0.53, 0.36, 0.21, 0.55, 0.36, 0.28, 0.12, 0.55, 0.31, 0.76, 0.29, 0.49, 0.39, 0.39, 0.43, 0.34, 0.22, 0.56, 0.28, 0.52, 0.23, 0.35, 0.08, 0.65, -0.79, -0.30, -0.06, -0.83, -0.55, -0.30, 0.32, 0.41, 0.38, -0.73, 1.00, -0.91, -0.77, -0.69]}